1.
A molecular structure, C40H54CrF5N2O2S. Source: the OMol25 dataset; level of theory: ωB97M-V/def2-TZVPD.

## Properties
HOMO (alpha / beta) = -7.708 / -7.739 eV
⟨S²⟩ = 0.7580
2S+1 = 2
Molar mass = 773.9 g mol⁻¹

Atoms and positions in Å:
Cr (0.2956, -0.1237, -0.0577)
C (-1.4273, -1.0263, 2.2427)
N (-1.6062, -0.7874, 0.8014)
C (-2.2364, -1.9758, 0.2066)
C (-2.4575, 0.3964, 0.5784)
C (-2.3501, 0.8719, -0.8638)
N (-0.9368, 0.8972, -1.3384)
C (-0.4657, 2.2924, -1.5451)
C (-0.1822, 3.1320, -0.3245)
C (-0.2364, 4.5075, -0.5264)
C (0.1628, 5.4023, 0.4509)
C (0.6401, 4.8523, 1.6354)
C (0.7136, 3.4887, 1.8993)
C (0.2731, 2.6058, 0.8942)
O (0.2326, 1.2840, 1.1262)
C (1.3105, 3.0890, 3.2636)
C (1.4458, 1.5857, 3.5289)
C (0.4310, 3.6727, 4.3801)
C (2.7271, 3.6800, 3.3681)
C (0.1223, 6.9188, 0.2735)
C (-0.4056, 7.3213, -1.1034)
C (-0.7933, 7.5336, 1.3406)
C (1.5379, 7.4914, 0.4289)
C (-0.7657, 0.1675, -2.6183)
C (0.6620, -0.2093, -2.9939)
C (0.7546, -0.9191, -4.1923)
C (1.9614, -1.3827, -4.6707)
C (3.1007, -1.0481, -3.9330)
C (3.0675, -0.3338, -2.7492)
C (1.8113, 0.0508, -2.2360)
O (1.7065, 0.6176, -1.0079)
C (4.3547, 0.0314, -1.9997)
C (4.4036, -0.6528, -0.6256)
C (4.4267, 1.5570, -1.8330)
C (5.6026, -0.4116, -2.7695)
C (2.0959, -2.2319, -5.9322)
C (2.9897, -1.5100, -6.9497)
C (0.7433, -2.5037, -6.5901)
C (2.7294, -3.5807, -5.5641)
H (-2.3791, -1.3014, 2.7115)
H (-1.0316, -0.1263, 2.7047)
H (-0.7123, -1.8369, 2.3777)
H (-3.2130, -2.1508, 0.6719)
H (-1.5995, -2.8380, 0.3588)
H (-2.3697, -1.8500, -0.8662)
H (-2.1139, 1.1817, 1.2477)
H (-3.5061, 0.1748, 0.8128)
H (-2.7755, 1.8756, -0.9198)
H (-2.9325, 0.2356, -1.5308)
H (-1.2096, 2.7961, -2.1725)
H (0.4560, 2.2218, -2.1207)
H (-0.5892, 4.8660, -1.4860)
H (0.9866, 5.5316, 2.4043)
H (0.4756, 1.0972, 3.5928)
H (1.9534, 1.4558, 4.4880)
H (2.0305, 1.0838, 2.7604)
H (-0.5859, 3.2802, 4.3111)
H (0.3730, 4.7605, 4.3293)
H (0.8381, 3.4022, 5.3571)
H (3.3657, 3.2755, 2.5804)
H (3.1671, 3.4199, 4.3334)
H (2.7320, 4.7664, 3.2805)
H (-1.4259, 6.9658, -1.2618)
H (0.2257, 6.9317, -1.9044)
H (-0.4158, 8.4095, -1.1856)
H (-1.8057, 7.1337, 1.2554)
H (-0.8411, 8.6184, 1.2207)
H (-0.4314, 7.3209, 2.3475)
H (2.2117, 7.0555, -0.3110)
H (1.9490, 7.2843, 1.4178)
H (1.5258, 8.5749, 0.2901)
H (-1.1933, 0.7756, -3.4262)
H (-1.3556, -0.7503, -2.5614)
H (-0.1614, -1.1131, -4.7386)
H (4.0593, -1.3752, -4.3087)
H (3.5638, -0.3646, 0.0012)
H (5.3297, -0.3769, -0.1146)
H (4.3858, -1.7393, -0.7382)
H (3.5916, 1.9282, -1.2413)
H (4.4089, 2.0496, -2.8082)
H (5.3559, 1.8312, -1.3275)
H (5.6450, -1.4969, -2.8814)
H (6.4884, -0.1032, -2.2117)
H (5.6545, 0.0440, -3.7608)
H (2.5582, -0.5451, -7.2229)
H (3.0928, -2.1099, -7.8569)
H (3.9884, -1.3299, -6.5496)
H (0.2535, -1.5784, -6.9006)
H (0.0733, -3.0449, -5.9189)
H (0.8897, -3.1170, -7.4809)
H (3.7231, -3.4533, -5.1328)
H (2.8248, -4.2092, -6.4527)
H (2.1115, -4.1076, -4.8344)
F (1.3165, -7.7486, 1.9051)
C (1.2243, -6.4977, 1.4573)
C (2.1128, -5.5330, 1.8955)
F (3.0609, -5.8584, 2.7749)
C (2.0164, -4.2371, 1.4193)
F (2.8770, -3.3369, 1.8924)
C (1.0623, -3.8679, 0.4760)
S (1.0879, -2.2704, -0.2455)
C (0.1688, -4.8570, 0.0746)
F (-0.7979, -4.5752, -0.8089)
C (0.2372, -6.1530, 0.5521)
F (-0.6410, -7.0716, 0.1447)

---

2.
A molecular structure, C40H55FN3O3PS2SbSn. Source: the OMol25 dataset; level of theory: ωB97M-V/def2-TZVPD.

## Properties
HOMO (alpha / beta) = -13.985 / -14.749 eV
Net charge = +3
ΔE to the lowest compared entry with this formula, charge and spin = 76.02 kcal per mole
2S+1 = 1
Molar mass = 980.5 g mol⁻¹

Atoms and positions in Å:
Sn (0.5133, 0.3001, 0.7945)
C (-7.1164, -1.1171, -0.9127)
C (-6.2975, 0.0919, -1.3201)
N (-5.0522, 0.2260, -0.5143)
C (-3.9489, -0.3510, -0.9644)
C (-2.7087, -0.2441, -0.3645)
C (-1.6280, -1.0756, -0.9691)
O (-1.8499, -1.7986, -1.9040)
O (-0.4521, -1.0360, -0.3486)
C (-2.5674, 0.5903, 0.7522)
O (-1.4443, 0.9269, 1.2813)
C (-3.7869, 1.1257, 1.3288)
C (-3.7637, 1.8331, 2.5405)
C (-4.9242, 2.2878, 3.0863)
F (-4.8884, 2.8873, 4.2857)
C (-6.1770, 2.1120, 2.4617)
C (-6.1956, 1.4231, 1.2655)
C (-5.0190, 0.9225, 0.6952)
N (-7.3904, 2.6005, 2.9986)
C (-8.4280, 1.6225, 3.3063)
C (-9.8023, 2.2549, 3.2212)
N (-9.8505, 3.4407, 4.1555)
C (-8.7620, 4.4330, 3.8139)
C (-7.4166, 3.7392, 3.9099)
H (-8.0353, -1.1505, -1.4974)
H (-7.3818, -1.0909, 0.1459)
H (-6.5682, -2.0413, -1.0982)
H (-6.8515, 1.0217, -1.2262)
H (-5.9822, 0.0245, -2.3581)
H (-4.0358, -0.9355, -1.8725)
H (-2.8294, 1.9892, 3.0622)
H (-7.1428, 1.2944, 0.7612)
H (-8.2798, 1.1946, 4.3101)
H (-8.3994, 0.7947, 2.6025)
H (-10.5899, 1.5633, 3.5104)
H (-10.0028, 2.6441, 2.2255)
H (-9.7173, 3.1163, 5.1159)
H (-10.7683, 3.8862, 4.1251)
H (-8.8408, 5.2695, 4.5041)
H (-8.9657, 4.7721, 2.8007)
H (-7.2253, 3.4440, 4.9497)
H (-6.6576, 4.4647, 3.6343)
S (3.9228, 3.5706, -2.0406)
P (2.7473, 3.9155, -0.4893)
S (1.9296, 2.0319, -0.5660)
C (1.5320, 5.1912, -0.7227)
C (2.0036, 6.4815, -0.9854)
C (1.1011, 7.5168, -1.1560)
C (-0.2638, 7.2687, -1.0626)
C (-0.7298, 5.9890, -0.8019)
C (0.1672, 4.9430, -0.6319)
C (3.5783, 4.2016, 1.0531)
C (4.9634, 4.1072, 1.1431)
C (5.5853, 4.3457, 2.3622)
C (4.8262, 4.6707, 3.4755)
C (3.4390, 4.7661, 3.3846)
C (2.8105, 4.5375, 2.1740)
H (3.0665, 6.6816, -1.0633)
H (1.4600, 8.5151, -1.3671)
H (-0.9662, 8.0804, -1.2002)
H (-1.7938, 5.8009, -0.7440)
H (-0.1903, 3.9380, -0.4488)
H (5.5521, 3.8569, 0.2699)
H (6.6628, 4.2846, 2.4366)
H (5.3169, 4.8648, 4.4205)
H (2.8568, 5.0397, 4.2548)
H (1.7336, 4.6414, 2.0931)
C (1.0089, -4.1128, -1.2312)
C (0.9148, -4.3392, 0.2748)
C (-0.5351, -4.4709, 0.7269)
C (1.7450, -5.5432, 0.7177)
Sb (1.7524, -2.5585, 1.2395)
C (1.4424, -2.5535, 3.3882)
C (1.8333, -3.9207, 3.9544)
C (2.2741, -1.4492, 4.0252)
C (-0.0455, -2.2770, 3.6102)
C (3.7566, -2.0511, 0.5241)
C (4.3316, -0.9363, 1.3874)
C (4.6241, -3.3084, 0.5893)
C (3.5781, -1.5688, -0.9156)
H (0.5243, -4.9635, -1.7246)
H (2.0413, -4.0914, -1.5774)
H (0.4873, -3.2126, -1.5547)
H (-0.9637, -5.3371, 0.2097)
H (-1.1354, -3.6019, 0.4563)
H (-0.6192, -4.6639, 1.7956)
H (1.3241, -6.4252, 0.2199)
H (1.6964, -5.7286, 1.7880)
H (2.7872, -5.4792, 0.4162)
H (2.8743, -4.1797, 3.7505)
H (1.1917, -4.7193, 3.5849)
H (1.7149, -3.8923, 5.0432)
H (3.3389, -1.6650, 4.0077)
H (1.9775, -1.3681, 5.0764)
H (2.1144, -0.4695, 3.5706)
H (-0.6895, -3.0512, 3.1983)
H (-0.3635, -1.3167, 3.1940)
H (-0.2289, -2.2329, 4.6891)
H (4.5948, -1.2742, 2.3861)
H (3.6765, -0.0660, 1.4640)
H (5.2551, -0.5920, 0.9078)
H (4.7015, -3.7193, 1.5984)
H (5.6385, -3.0395, 0.2721)
H (4.2772, -4.0853, -0.0896)
H (2.9420, -0.6843, -0.9889)
H (3.1826, -2.3365, -1.5766)
H (4.5622, -1.2786, -1.3004)

---

3.
A molecular structure, C40H56As2I2N2O9S3SbTi. Source: the OMol25 dataset; level of theory: ωB97M-V/def2-TZVPD.

## Properties
HOMO (alpha / beta) = -3.724 / -3.711 eV
Net charge = -1
ΔE to the lowest compared entry with this formula, charge and spin = 18.53 kcal per mole
2S+1 = 1
Molar mass = 1378.4 g mol⁻¹

Atoms and positions in Å:
Ti (-0.0065, 0.6345, 0.5644)
I (5.2848, 0.7303, 5.8207)
C (3.7866, 0.2772, 4.4449)
C (2.5466, -0.1493, 4.9010)
C (1.5427, -0.4349, 3.9872)
I (-0.3036, -1.1476, 4.6195)
C (1.7770, -0.2864, 2.6204)
O (0.8387, -0.5565, 1.7240)
C (3.0385, 0.1178, 2.1742)
C (3.2251, 0.2263, 0.6876)
N (2.2500, 1.1564, 0.0963)
C (2.5754, 2.5614, 0.3448)
C (1.5986, 3.4448, -0.3888)
C (1.6844, 4.8308, -0.3598)
C (0.7650, 5.5571, -1.0950)
C (-0.2002, 4.8873, -1.8367)
C (-0.2207, 3.5048, -1.7870)
N (0.6602, 2.8045, -1.0734)
C (4.0403, 0.4078, 3.0865)
H (2.3570, -0.2632, 5.9588)
H (3.0484, -0.7482, 0.2240)
H (4.2505, 0.5412, 0.4592)
H (2.2163, 1.0213, -0.9105)
H (3.5960, 2.7869, 0.0042)
H (2.5267, 2.7549, 1.4176)
H (2.4454, 5.3181, 0.2356)
H (0.7952, 6.6393, -1.0885)
H (-0.9347, 5.4186, -2.4246)
H (-0.9696, 2.9228, -2.3154)
H (5.0142, 0.7244, 2.7346)
S (-2.2945, -1.9564, -2.4275)
C (-1.4194, -1.1372, -1.2994)
S (0.0259, -0.2329, -1.6831)
S (-1.7433, -1.0980, 0.3956)
C (3.7895, -3.6859, 1.5069)
C (2.5530, -4.5762, 1.6551)
C (1.9308, -4.2745, 3.0205)
C (3.0131, -6.0365, 1.6337)
Sb (1.0704, -3.8049, 0.1867)
C (2.0765, -4.1820, -1.7494)
C (3.0431, -3.0063, -1.9310)
C (2.8429, -5.4935, -1.8634)
C (1.0520, -4.0858, -2.8784)
C (-0.5080, -5.3493, 0.3390)
C (-1.4453, -4.8272, 1.4320)
C (-0.0349, -6.7489, 0.7185)
C (-1.3013, -5.4472, -0.9604)
H (4.4831, -3.8855, 2.3336)
H (3.5368, -2.6229, 1.5466)
H (4.3300, -3.8785, 0.5797)
H (2.6671, -4.4544, 3.8149)
H (1.0680, -4.9104, 3.2248)
H (1.6021, -3.2364, 3.1047)
H (3.9704, -6.1141, 2.1634)
H (3.1624, -6.4417, 0.6335)
H (2.3132, -6.6907, 2.1515)
H (3.8149, -2.9598, -1.1630)
H (2.5020, -2.0564, -1.9330)
H (3.5493, -3.1003, -2.9001)
H (3.6787, -5.5435, -1.1634)
H (3.2608, -5.5879, -2.8747)
H (2.2029, -6.3620, -1.6933)
H (0.4114, -3.2042, -2.7949)
H (0.4090, -4.9604, -2.9354)
H (1.5870, -4.0118, -3.8342)
H (-0.9384, -4.6776, 2.3870)
H (-2.2507, -5.5548, 1.5937)
H (-1.9028, -3.8773, 1.1530)
H (0.3104, -6.7944, 1.7512)
H (0.7639, -7.1211, 0.0744)
H (-0.8804, -7.4433, 0.6309)
H (-1.5799, -4.4751, -1.3713)
H (-2.2307, -5.9955, -0.7606)
H (-0.7562, -6.0059, -1.7214)
C (-5.4250, -0.2307, -3.1604)
O (-5.1829, 0.0246, -1.7749)
C (-4.3841, 1.0360, -1.4616)
O (-3.8072, 1.7448, -2.2588)
C (-4.1859, 1.2043, 0.0186)
C (-5.0965, 0.9471, 0.9508)
As (-4.9172, 1.0408, 2.9438)
C (-4.3876, -0.8507, 3.1406)
C (-3.2477, 1.9446, 3.1367)
C (-2.1766, 1.9184, 2.1985)
As (-2.4211, 1.9705, 0.2800)
C (-2.9570, 3.8501, 0.1743)
C (-0.8410, 2.0663, 2.5025)
O (0.1249, 2.2311, 1.5776)
O (-0.4009, 2.0914, 3.7772)
C (0.6901, 2.9494, 4.0570)
C (-3.1285, 2.7033, 4.3432)
O (-2.4349, 3.6839, 4.5736)
O (-3.9866, 2.2393, 5.3327)
C (-4.0710, 3.0583, 6.4836)
C (-6.5097, 0.6437, 0.5480)
O (-7.1749, 1.2908, -0.2193)
O (-6.9906, -0.4005, 1.2470)
C (-8.3606, -0.7218, 1.0160)
H (-6.5032, -0.1848, -3.3094)
H (-5.0482, -1.2281, -3.3769)
H (-4.9171, 0.5027, -3.7809)
H (-5.2233, -1.5143, 2.9256)
H (-4.0859, -0.9603, 4.1837)
H (-3.5488, -1.0854, 2.4876)
H (-3.7286, 3.9982, 0.9293)
H (-3.3360, 4.0779, -0.8202)
H (-2.0918, 4.4727, 0.4016)
H (0.6960, 3.0748, 5.1373)
H (0.5555, 3.9241, 3.5832)
H (1.6363, 2.5071, 3.7293)
H (-4.8858, 2.6548, 7.0832)
H (-4.2750, 4.0975, 6.2214)
H (-3.1401, 3.0280, 7.0541)
H (-8.6705, -1.3317, 1.8602)
H (-8.4595, -1.2865, 0.0885)
H (-8.9633, 0.1818, 0.9503)

---

4.
A molecular structure, C40H56BN10O5P2S2Sn at a distorted geometry. Source: the OMol25 dataset; level of theory: ωB97M-V/def2-TZVPD.

## Properties
HOMO = -5.393 eV
Net charge = -1
ΔE to the lowest compared entry with this formula, charge and spin = 5.97 kcal per mole
2S+1 = 1
Molar mass = 1012.6 g mol⁻¹

Atoms and positions in Å:
Sn (-0.1867, 1.7036, -0.1589)
B (-4.7063, 3.7132, 1.8399)
N (-3.6691, 2.8425, 2.5665)
C (-2.9211, 3.2834, 3.5924)
C (-1.9550, 2.3479, 3.8510)
C (-2.1490, 1.3844, 2.8498)
N (-3.1898, 1.6758, 2.0746)
N (-4.0185, 4.4246, 0.6288)
C (-3.0996, 5.4093, 0.6525)
C (-2.6321, 5.6186, -0.6475)
C (-3.2861, 4.6792, -1.4142)
N (-4.1364, 4.0129, -0.6308)
H (-5.1164, 4.5260, 2.6253)
H (-5.6240, 3.0295, 1.4061)
H (-3.1463, 4.2088, 4.0913)
H (-1.1556, 2.4137, 4.5426)
H (-1.5634, 0.4501, 2.7073)
H (-2.8467, 5.8802, 1.5937)
H (-1.7864, 6.2403, -0.9319)
H (-3.1648, 4.4660, -2.4648)
O (0.9118, 4.2275, -2.8282)
C (1.1750, 3.0593, -2.6786)
O (0.3700, 2.1536, -2.1940)
C (2.5759, 2.5528, -3.0979)
C (3.3076, 3.4477, -3.8670)
C (4.5244, 3.1031, -4.4449)
C (4.9620, 1.7958, -4.3008)
C (4.2830, 0.8873, -3.4968)
C (3.0898, 1.2764, -2.8694)
P (2.1963, 0.1229, -1.7770)
C (3.6696, -0.8098, -1.1333)
C (4.0810, -2.0903, -1.5271)
C (5.1163, -2.7276, -0.8651)
C (5.7615, -2.1031, 0.2124)
C (5.3636, -0.8253, 0.6037)
C (4.3635, -0.1835, -0.0841)
C (1.5213, -1.0000, -3.0519)
C (1.0936, -2.2265, -2.6037)
C (0.5375, -3.1448, -3.4942)
C (0.4708, -2.8796, -4.8477)
C (0.9716, -1.6523, -5.3287)
C (1.4398, -0.7059, -4.4243)
H (2.9000, 4.4581, -3.9861)
H (5.1460, 3.8141, -4.9903)
H (5.8693, 1.4973, -4.7643)
H (4.6900, -0.0751, -3.3015)
H (3.5706, -2.6089, -2.3396)
H (5.4867, -3.6935, -1.1806)
H (6.5876, -2.5893, 0.7195)
H (5.8659, -0.3119, 1.4040)
H (4.0305, 0.8102, 0.2167)
H (1.1385, -2.4479, -1.5461)
H (0.1947, -4.0815, -3.0965)
H (0.0225, -3.5713, -5.5677)
H (0.9566, -1.3729, -6.3605)
H (1.7593, 0.2629, -4.8155)
N (-5.4647, 1.6601, -1.0852)
C (-4.3585, 0.7206, -1.2065)
C (-4.0249, 0.5186, -2.6652)
C (-2.8824, -0.4707, -2.9105)
N (-1.5970, 0.1747, -2.5868)
C (-3.0643, -1.7848, -2.1404)
C (-3.4260, -1.5756, -0.6677)
N (-2.2816, -0.9807, 0.0157)
C (-4.6311, -0.6128, -0.5557)
H (-4.7476, 3.1621, -0.8671)
H (-5.8331, 1.6585, -0.1546)
H (-6.1990, 1.4431, -1.7296)
H (-3.4459, 1.1843, -0.7434)
H (-3.7352, 1.4441, -3.1252)
H (-4.9331, 0.1689, -3.2101)
H (-2.9310, -0.7448, -3.9612)
H (-1.2018, 0.6865, -3.3668)
H (-0.8803, -0.4616, -2.2168)
H (-2.2052, -2.4261, -2.2130)
H (-3.9300, -2.2797, -2.5733)
H (-3.7302, -2.5455, -0.2606)
H (-1.5074, -1.6319, 0.0628)
H (-2.4915, -0.6359, 0.9456)
H (-4.8342, -0.4336, 0.5025)
H (-5.5149, -1.0732, -1.0376)
C (1.9376, 2.3184, 2.4345)
O (2.0248, 1.6492, 1.1438)
H (2.1566, 1.6138, 3.2291)
H (0.9193, 2.7215, 2.6222)
H (2.6599, 3.1307, 2.4412)
H (2.0263, 0.6736, 1.3114)
N (-0.1013, 3.8748, 0.2974)
C (-0.0280, 4.6445, 1.1806)
N (-0.1255, 5.5473, 2.0497)
C (0.6477, 5.8068, 3.0668)
N (1.2929, 6.1378, 3.9606)
C (2.7959, -5.5914, 2.8734)
C (3.3666, -4.2195, 2.6752)
C (3.5962, -3.4572, 3.9438)
O (2.6164, -3.3841, 1.7502)
P (1.0514, -3.1877, 1.6346)
S (0.2149, -4.5408, 0.4441)
S (0.7086, -1.2415, 1.3148)
O (0.6203, -3.5355, 3.1562)
C (-0.7998, -3.5983, 3.4969)
C (-1.1352, -4.9429, 4.0687)
C (-1.0603, -2.4674, 4.4683)
H (3.5309, -6.2316, 3.3909)
H (2.5415, -6.0173, 1.9178)
H (1.8917, -5.5802, 3.4713)
H (4.3234, -4.3525, 2.1696)
H (2.6530, -3.2626, 4.4870)
H (4.0668, -2.4869, 3.7225)
H (4.2687, -4.0167, 4.6330)
H (-1.3621, -3.4643, 2.5718)
H (-0.5663, -5.1661, 4.9584)
H (-0.9680, -5.7180, 3.3240)
H (-2.2095, -4.9897, 4.3498)
H (-0.3843, -2.5793, 5.3047)
H (-2.0911, -2.4374, 4.8471)
H (-0.8801, -1.4915, 3.9725)

---

Q: Which value of molar mass does entry 4 give?
A: 1012.6 g mol⁻¹

---

Q: What is the molar mass in the fourth record?
A: 1012.6 g mol⁻¹

---

Q: Which formula does entry 4 have?
A: C40H56BN10O5P2S2Sn

---

Q: Which value of 2S+1 does entry 1 give?
A: 2